The following is a DFT calculation (the ωB97M-V functional and the def2-TZVPD basis) of a molecular structure, C14H22CrN5O3SSe3Te2 in a non-equilibrium geometry.

```
! RIJCOSX wB97M-V def2-TZVPD def2/J DEFGRID3
* xyz -2 4
Cr 0.987 -2.080 1.929
N 0.369 -0.821 3.582
C 0.107 0.501 3.056
C 0.741 0.651 1.661
O 0.575 1.625 0.940
N 1.645 -0.315 1.441
C 2.481 -0.247 0.267
C 2.570 -1.740 -0.269
O 3.359 -1.964 -1.181
O 1.901 -2.662 0.325
H -0.340 -1.217 4.150
H 1.163 -0.701 4.098
H 0.698 1.221 3.667
H -0.926 0.674 3.118
H 3.483 0.063 0.422
H 2.134 0.464 -0.472
Se -2.535 -3.166 2.776
Te -0.411 -4.524 3.152
Te 1.400 1.720 7.495
Se 1.982 3.230 5.706
C -1.163 0.168 -3.216
C -0.124 1.103 -2.680
N -0.518 2.492 -2.917
C -0.426 3.599 -2.113
S -0.792 5.166 -2.740
N -0.073 3.430 -0.827
C 0.400 4.424 0.113
C 1.928 4.380 0.042
H -1.048 0.048 -4.295
H -1.996 0.761 -2.940
H -1.115 -0.851 -2.753
H 0.933 0.863 -2.920
H -0.178 1.004 -1.617
H -0.880 2.721 -3.796
H 0.356 2.522 -0.695
H 0.104 4.268 1.098
H 0.036 5.413 -0.245
H 2.244 3.611 0.758
H 2.226 5.332 0.315
H 2.379 4.147 -0.923
Se -1.901 -1.955 0.901
C -2.092 -3.232 -0.463
C -3.301 -3.788 -0.870
C -3.360 -4.725 -1.885
N -2.275 -5.300 -2.435
C -1.097 -4.728 -2.045
C -1.006 -3.844 -1.008
H -4.147 -3.560 -0.272
H -4.256 -5.305 -2.168
H -0.250 -5.202 -2.505
H 0.010 -3.678 -0.764
*
```

Computed properties:
HOMO level (spin up / spin down) (eV): -1.4 / -1.2
HOMO-LUMO gap (spin up / spin down) (eV): 4.979 / 4.780
Expectation value of S²: 3.774
LUMO (spin up / spin down) (eV): 3.56 / 3.57


The following is a DFT calculation (the ωB97M-V functional and the def2-TZVPD basis) of 2 unconnected molecules or ions with the total composition C3H11NS2 in a non-equilibrium geometry.

```
! RIJCOSX wB97M-V def2-TZVPD def2/J DEFGRID3
* xyz 0 1
C 1.776 0.849 -0.237
S 0.847 1.721 -1.506
S 1.588 0.656 -3.130
H 1.656 -0.220 -0.156
H 2.817 1.144 -0.300
H 1.493 1.312 0.718
H 2.806 1.219 -3.102
C -1.599 0.469 0.392
N -0.926 -0.803 0.256
C -0.966 -1.702 1.387
H -2.580 0.396 0.905
H -1.891 0.862 -0.575
H -1.054 1.123 1.035
H -0.943 -1.129 -0.693
H 0.029 -1.981 1.739
H -1.612 -1.263 2.139
H -1.441 -2.651 1.128
*
```

Computed properties:
HOMO level (eV): -8.3
HOMO-LUMO gap (eV): 8.906
Structure (SMILES): CNC.CSS
LUMO (eV): 0.63


The following is a DFT calculation (the ωB97M-V functional and the def2-TZVPD basis) of a molecular structure, C36H65FI2O5 in a non-equilibrium geometry.

```
! RIJCOSX wB97M-V def2-TZVPD def2/J DEFGRID3
* xyz 0 1
C 7.500 -1.021 2.964
C 6.742 -1.936 2.758
C 5.984 -3.263 2.496
C 4.555 -2.953 1.783
C 3.460 -3.151 2.915
C 3.335 -1.679 3.699
C 2.180 -1.664 4.913
O 2.093 -0.949 3.472
O 4.660 -1.631 1.269
C 4.071 -1.471 -0.053
C 2.622 -2.128 -0.184
C 1.645 -1.425 -1.210
C 0.346 -2.359 -1.310
C -0.810 -1.737 -2.199
C -2.167 -2.485 -1.771
C -3.470 -1.724 -2.275
C -4.628 -2.689 -2.763
C -5.570 -3.244 -1.613
C -5.977 -2.179 -0.514
C -7.042 -2.762 0.513
C -7.224 -1.721 1.695
C -7.546 -0.245 1.169
C -8.536 0.532 2.150
C -8.650 2.106 1.781
C -8.284 2.418 0.270
C -8.592 3.938 -0.097
C -10.120 4.152 -0.538
C -10.276 5.698 -0.898
C 3.816 0.117 -0.138
O 4.828 0.887 0.539
C 5.312 1.948 -0.290
C 4.178 3.050 -0.592
C 4.778 4.502 -0.788
F 3.812 5.244 -1.563
O 6.426 2.625 0.319
C 7.565 2.664 -0.548
C 8.543 3.877 -0.226
C 8.742 4.139 1.322
O 8.168 5.052 -0.980
C 5.131 -2.022 -1.093
I 7.087 -1.085 -1.020
C 4.654 -2.061 -2.615
C 5.619 -3.127 -3.359
I 4.987 -0.187 -3.715
H 8.303 -0.251 2.920
H 5.869 -3.888 3.422
H 6.589 -3.884 1.763
H 4.431 -3.774 1.025
H 2.444 -3.344 2.477
H 3.753 -3.894 3.701
H 4.319 -1.086 3.887
H 1.477 -0.844 5.214
H 3.024 -1.224 5.592
H 2.761 -3.217 -0.434
H 2.142 -2.002 0.838
H 2.086 -1.175 -2.212
H 1.252 -0.447 -0.788
H -0.059 -2.395 -0.246
H 0.586 -3.417 -1.606
H -0.562 -1.979 -3.277
H -0.889 -0.623 -2.060
H -2.098 -3.523 -2.228
H -2.150 -2.580 -0.641
H -3.143 -1.133 -3.191
H -3.790 -0.961 -1.512
H -4.137 -3.588 -3.251
H -5.242 -2.193 -3.574
H -6.534 -3.581 -2.114
H -5.106 -4.183 -1.189
H -5.020 -1.889 0.023
H -6.357 -1.261 -1.060
H -8.041 -2.946 0.031
H -6.609 -3.702 0.964
H -6.279 -1.708 2.327
H -8.099 -2.011 2.353
H -8.050 -0.345 0.167
H -6.608 0.374 1.041
H -9.582 0.109 2.104
H -8.158 0.503 3.213
H -9.721 2.412 1.968
H -7.981 2.660 2.514
H -7.196 2.220 0.038
H -8.923 1.758 -0.383
H -7.971 4.216 -1.005
H -8.292 4.657 0.728
H -10.787 3.866 0.324
H -10.287 3.500 -1.438
H -11.106 6.151 -0.282
H -10.545 5.824 -1.993
H -9.308 6.232 -0.680
H 3.572 0.472 -1.174
H 2.872 0.278 0.480
H 5.616 1.527 -1.289
H 3.741 2.762 -1.599
H 3.348 2.997 0.163
H 4.966 4.984 0.212
H 5.708 4.479 -1.433
H 7.297 2.786 -1.646
H 8.197 1.727 -0.425
H 9.561 3.570 -0.632
H 8.904 5.249 1.493
H 9.670 3.586 1.667
H 7.876 3.804 1.959
H 8.233 5.847 -0.422
H 5.314 -3.110 -0.819
H 3.616 -2.469 -2.765
H 6.455 -2.537 -3.842
H 6.103 -3.848 -2.647
H 5.087 -3.653 -4.202
*
```

Computed properties:
HOMO level (eV): -8.4
HOMO-LUMO gap (eV): 8.330
LUMO (eV): -0.07


The following is a DFT calculation (the ωB97M-V functional and the def2-TZVPD basis) of 2 unconnected molecules or ions with the total composition C2H3IO2S in a non-equilibrium geometry.

```
! RIJCOSX wB97M-V def2-TZVPD def2/J DEFGRID3
* xyz 0 1
C -0.904 1.910 0.096
C -1.481 1.156 0.778
O 1.012 -2.194 -0.985
O 0.468 -1.722 1.298
S 0.322 -1.120 0.014
I 2.097 0.580 -0.194
H -0.557 2.694 -0.557
H 1.247 -1.836 -1.841
H -2.204 0.532 1.392
*
```

Computed properties:
HOMO level (eV): -9.6
HOMO-LUMO gap (eV): 9.034
LUMO (eV): -0.61


The following is a DFT calculation (the ωB97M-V functional and the def2-TZVPD basis) of 2 unconnected molecules or ions with the total composition C2H7BO2S in a non-equilibrium geometry.

```
! RIJCOSX wB97M-V def2-TZVPD def2/J DEFGRID3
* xyz 0 1
B 0.601 1.797 -1.199
C -1.572 -0.905 0.716
C 0.774 -1.817 0.673
O 0.683 2.556 -0.067
O 1.085 0.522 -1.283
S -0.644 -2.524 0.890
H -2.177 -1.039 -0.208
H -0.940 -0.085 0.449
H -2.017 -0.573 1.640
H 1.511 -2.514 0.223
H 0.358 2.355 -2.118
H 1.079 2.183 0.799
H 1.259 0.043 -0.515
*
```

Computed properties:
HOMO level (eV): -8.9
HOMO-LUMO gap (eV): 8.474
LUMO (eV): -0.41


The following is a DFT calculation (the ωB97M-V functional and the def2-TZVPD basis) of a molecular structure, C24H48NO2P2ScSi2 in a non-equilibrium geometry.

```
! RIJCOSX wB97M-V def2-TZVPD def2/J DEFGRID3
* xyz 0 1
C -0.592 -4.177 -0.561
C -0.076 -2.882 -0.499
N -0.744 -1.894 0.171
C -1.929 -2.185 0.788
C -2.405 -3.493 0.841
C -1.726 -4.504 0.169
C 1.210 -2.627 -1.238
P 2.170 -1.168 -0.625
Sc 0.168 0.081 0.669
P -2.399 0.614 0.920
C -2.758 -1.113 1.496
C 0.895 2.050 -0.447
C 2.152 2.441 0.085
C 2.538 3.798 0.005
C 1.792 4.706 -0.759
C 0.605 4.284 -1.371
C 0.120 2.999 -1.140
O 0.743 -2.075 -3.891
O 0.347 0.630 -3.458
H -0.046 -4.927 -1.127
H -3.297 -3.705 1.430
H -2.059 -5.538 0.238
C 3.427 -1.940 0.439
C 3.206 -0.607 -2.025
H -3.814 -1.328 1.278
H -2.597 -1.189 2.584
H 0.952 -2.447 -2.339
H 1.828 -3.539 -1.205
C -2.840 1.755 2.289
C -3.791 0.789 -0.270
H 2.874 1.745 0.529
H 3.441 4.136 0.522
H 2.128 5.739 -0.899
H 0.040 4.944 -2.024
H -0.857 2.758 -1.543
H 0.050 0.592 -2.517
H 0.830 1.473 -3.519
H 0.511 -1.126 -3.730
H -0.019 -2.476 -4.331
H 0.049 0.668 -1.045
H 4.096 -2.593 -0.152
H 3.995 -1.115 0.885
H 2.949 -2.512 1.238
H 3.937 -1.376 -2.324
H 2.608 -0.298 -2.888
H 3.744 0.269 -1.645
H -4.782 0.780 0.214
H -3.654 1.743 -0.786
H -3.761 -0.028 -1.000
H -3.915 1.739 2.536
H -2.246 1.551 3.190
H -2.576 2.762 1.939
C -0.825 -1.718 4.812
Si 0.754 -1.609 3.775
C 2.350 -1.748 4.795
C 0.707 -3.235 2.818
C 0.841 -0.077 2.721
Si 1.081 1.430 3.804
C 2.948 1.705 3.940
C 0.461 3.072 3.107
C 0.256 1.332 5.517
H -0.691 -2.525 5.551
H -1.686 -1.981 4.183
H -1.083 -0.810 5.368
H 2.371 -2.710 5.337
H 3.226 -1.736 4.124
H 2.482 -0.945 5.536
H -0.292 -3.362 2.374
H 1.450 -3.361 2.022
H 0.871 -4.046 3.550
H 1.771 -0.223 2.072
H 3.328 1.983 2.946
H 3.186 2.529 4.634
H 3.490 0.812 4.283
H -0.635 3.144 3.107
H 0.855 3.876 3.756
H 0.822 3.254 2.086
H -0.840 1.269 5.421
H 0.589 0.490 6.143
H 0.468 2.253 6.087
*
```

Computed properties:
HOMO level (eV): -5.4
HOMO-LUMO gap (eV): 5.609
LUMO (eV): 0.21